No. 1
18
Properties=species:S:1:pos:R:3:forces:R:3 method="wB97M-V/def2-TZVPD" lumo_energy_ev=0.7 charge=0 homo_energy_ev=-10.09
N 3.031798 -0.969350 1.602526 -0.653 0.691 -0.292
C 2.283155 -0.149777 1.281385 0.479 -0.568 0.222
C 1.363604 0.913676 0.888503 0.089 -0.091 -0.046
C 0.199990 1.260048 1.848315 0.074 -0.005 0.285
O -0.767477 1.034591 0.814929 -0.145 0.168 0.109
C 0.211491 0.596445 -0.110419 -0.776 0.166 -0.926
C 0.027409 -0.860745 -0.516316 1.475 -1.552 2.208
O -0.315371 -1.735400 0.259242 -0.084 1.148 -1.096
O 0.767686 -1.105679 -1.611838 -0.045 0.334 -0.490
H 1.947542 1.788434 0.578567 -0.166 -0.258 0.052
H 0.192558 2.298181 2.200974 0.001 -0.214 -0.048
H 0.068500 0.566706 2.689324 0.072 0.139 -0.223
H 0.241126 1.210688 -1.020962 -0.010 -0.051 0.228
H 1.030725 -2.036085 -1.625959 -0.313 -0.105 0.097
N -2.339541 -0.697510 -1.722892 0.068 0.149 -0.043
H -2.592488 -1.658158 -1.945831 0.037 0.340 0.052
H -2.997545 -0.324107 -1.042880 0.126 -0.106 -0.245
H -2.353162 -0.131959 -2.566668 -0.230 -0.185 0.157

---

No. 2
18
Properties=species:S:1:pos:R:3:forces:R:3 method="wB97M-V/def2-TZVPD" lumo_energy_ev=-1.4 charge=0 homo_energy_ev=-7.92
C 1.035458 1.362129 0.084408 -0.297 -1.470 -0.905
C -0.341618 0.836687 0.765409 5.136 -2.838 1.575
C -1.239224 0.331301 -1.348934 1.121 0.642 2.115
C 2.137536 0.469613 -0.015992 -2.132 0.330 0.749
C -1.879396 -1.171998 0.364862 5.479 0.001 1.602
N -1.160616 0.050073 -0.101240 -0.178 -1.458 -1.510
N 2.230353 -0.871094 0.119587 -0.651 -0.942 0.693
O 3.291882 -1.487267 0.159373 0.330 0.650 -0.303
O 1.085771 2.493306 -0.407019 -0.641 -0.235 0.799
O 1.155636 -1.493717 0.219882 -1.297 -0.660 0.249
H 0.055863 0.262199 1.731344 -1.536 1.059 -2.139
H -0.844167 1.690184 0.933998 -1.880 2.911 1.163
H -0.485492 0.985632 -1.742274 -0.159 0.595 -0.424
H -2.088840 -0.033967 -1.815471 -0.930 -0.993 -1.582
H 2.963320 0.896267 -0.375104 3.283 1.582 -1.143
H -2.505978 -1.434707 -0.362038 -2.497 -1.355 -2.870
H -1.038093 -1.991791 0.573774 -1.839 1.901 -0.462
H -2.372395 -0.892845 1.215431 -1.310 0.279 2.392